Here is 13 unconnected molecules or ions with the total composition C67H167N13O13 from the Open Molecules 2025 dataset. Energies are from wB97M-V/def2-TZVPD.

Output
- Net charge: 0
- Total energy: -4342.4672 hartree
- HOMO level: -0.30091 hartree
- Relative energy (zero: lowest compared OMol25 entry of this formula, charge and spin): 196.4 kJ/mol
- HOMO-LUMO gap: 8.70 eV

The geometry in XYZ format:
```
260
Properties=species:S:1:pos:R:3:mulliken_charge:R:1
O -31.466 7.046 2.928 -0.19
O -30.899 2.550 2.212 -0.15
O -22.626 8.239 -5.150 -0.51
O -27.269 3.524 4.877 -0.12
O -24.992 11.653 -1.842 0.29
O -23.560 10.391 5.847 -0.48
O -26.372 0.744 0.348 -0.42
O -27.720 14.016 4.120 -0.58
O -29.835 10.238 -4.435 -0.53
O -26.710 16.941 1.494 -0.25
O -29.307 8.195 1.249 0.01
O -33.065 11.141 1.216 0.24
O -29.741 3.905 -3.658 -0.03
N -27.931 7.827 1.348 0.69
N -31.836 10.406 4.174 -0.62
N -25.266 1.024 -0.511 0.12
N -27.029 6.227 3.940 -0.02
N -27.305 13.014 -2.585 -0.64
N -23.726 7.322 -5.203 0.09
N -30.081 5.559 -6.259 -0.62
N -25.790 16.150 -2.007 -0.49
N -30.152 14.118 2.636 -0.38
N -27.975 2.345 2.061 0.87
N -30.315 11.835 -2.289 -0.49
N -35.663 9.819 1.291 -0.72
N -26.861 9.121 6.571 -0.29
C -25.192 11.986 -3.190 -1.19
C -24.781 9.656 5.566 1.28
C -31.023 4.280 -4.247 -1.10
C -25.313 9.145 -5.653 -1.08
C -25.228 7.903 0.251 -0.93
C -26.860 12.619 -4.963 -1.85
C -23.276 5.988 -4.623 1.95
C -26.024 6.842 -4.866 -1.76
C -27.692 13.915 2.703 -0.55
C -30.317 10.358 -2.151 1.85
C -23.665 11.832 -1.564 -1.08
C -27.590 2.762 6.051 -0.92
C -24.429 1.324 -2.714 -1.50
C -34.190 11.817 0.595 -0.99
C -24.316 1.849 0.171 1.88
C -24.692 8.208 7.582 -1.37
C -25.635 8.699 1.467 -0.37
C -36.460 11.242 -0.556 -1.38
C -22.613 10.401 4.828 -0.60
C -31.072 9.178 3.998 3.24
C -28.878 1.193 2.147 0.90
C -24.702 3.385 0.273 -0.66
C -32.159 6.336 -5.307 -1.78
C -24.938 8.488 -3.305 -0.26
C -26.008 5.243 3.807 2.63
C -31.878 11.911 1.393 -1.03
C -27.717 6.880 0.288 3.63
C -26.404 2.732 -2.113 0.44
C -25.431 9.323 6.887 0.10
C -22.221 5.479 -5.660 -1.98
C -24.554 5.766 3.695 -1.62
C -31.759 9.970 -2.042 -2.00
C -29.011 13.395 2.127 1.77
C -26.182 6.650 0.285 1.18
C -25.736 5.586 -3.990 0.78
C -28.099 0.128 2.924 -1.99
C -24.195 1.446 1.685 -1.73
C -28.418 5.595 0.724 -1.43
C -29.881 3.046 -2.578 0.47
C -23.003 1.804 -0.670 -1.84
C -30.847 5.589 -5.020 1.72
C -24.964 7.931 -4.696 2.14
C -32.095 8.263 3.349 -1.13
C -31.819 2.204 1.172 -0.78
C -27.129 9.080 1.452 2.69
C -32.313 6.096 2.334 -0.61
C -24.473 5.009 -4.640 -1.35
C -25.966 15.915 -0.589 1.28
C -23.249 2.094 -2.191 0.75
C -25.112 14.746 -0.089 -0.61
C -26.043 4.242 4.949 -1.10
C -26.022 17.147 0.294 -1.00
C -28.197 7.255 -1.205 -0.22
C -22.680 6.102 -3.282 -1.45
C -30.191 1.501 2.809 -0.83
C -27.559 10.097 0.348 0.73
C -28.818 13.621 0.638 -0.10
C -27.541 9.771 2.714 -0.11
C -27.405 12.816 4.796 -0.18
C -26.496 0.199 -2.395 -2.11
C -35.225 10.674 0.171 0.65
C -29.640 9.373 -5.584 -0.01
C -26.097 17.642 2.615 -0.83
C -26.662 12.106 -3.532 2.66
C -25.672 1.371 -1.898 1.85
C -30.390 8.796 5.246 -1.76
C -29.571 9.648 -3.224 2.01
H -31.552 12.383 0.450 0.68
H -27.815 13.169 -5.020 0.42
H -27.582 14.983 2.445 -0.11
H -21.914 4.442 -5.503 0.37
H -32.222 10.320 -2.986 0.47
H -31.403 11.073 4.784 0.33
H -25.389 8.416 -0.732 -1.18
H -23.345 6.335 -2.477 0.06
H -24.081 14.946 0.160 0.67
H -26.553 17.944 -0.285 0.16
H -23.084 11.036 -1.972 0.30
H -27.850 5.684 4.113 0.36
H -26.906 13.929 -2.638 0.38
H -24.255 4.077 -4.115 -0.10
H -32.786 6.566 1.411 0.28
H -30.260 6.220 -4.316 -0.72
H -30.732 3.337 -2.002 0.38
H -30.889 0.732 2.867 0.65
H -28.353 4.819 0.010 0.10
H -28.893 14.664 0.397 1.00
H -30.537 4.815 -6.905 0.32
H -25.359 10.331 4.924 -0.41
H -32.736 1.931 1.614 0.28
H -24.114 9.154 -3.219 1.15
H -28.680 -0.717 2.749 0.59
H -24.316 0.364 1.744 0.45
H -22.423 2.537 -0.213 0.58
H -24.155 0.264 -2.743 0.49
H -24.772 16.404 -2.193 0.27
H -32.247 10.246 -1.139 -0.01
H -27.091 10.766 2.856 0.27
H -26.951 11.023 0.487 0.07
H -27.705 3.363 6.958 0.35
H -26.804 0.228 -3.463 0.34
H -26.204 9.725 -5.202 -0.40
H -31.749 5.281 1.905 -0.10
H -28.503 2.187 5.833 0.19
H -25.871 5.953 -0.525 -0.56
H -27.186 6.780 3.068 -0.56
H -23.263 1.858 2.055 0.51
H -22.654 5.447 -6.694 0.42
H -24.675 1.651 -3.763 0.23
H -31.457 1.372 0.589 0.45
H -32.837 8.023 4.084 0.53
H -22.367 8.429 -6.050 0.36
H -26.812 13.338 2.378 0.37
H -27.783 13.235 0.377 -0.94
H -30.059 1.968 -2.789 0.17
H -37.198 11.730 0.132 0.32
H -28.660 10.300 0.411 -0.75
H -24.980 17.372 0.563 0.42
H -28.696 8.979 -5.520 0.11
H -25.884 9.013 -3.012 -0.22
H -26.434 12.493 4.382 0.13
H -25.151 13.975 -0.809 -0.21
H -25.910 6.169 1.238 -0.99
H -27.154 -0.052 2.538 0.41
H -24.794 13.006 -3.332 0.69
H -31.878 3.104 0.575 0.12
H -31.945 8.906 -2.042 0.33
H -28.656 9.813 2.759 -1.36
H -26.850 1.569 0.659 0.37
H -22.903 11.002 3.927 0.21
H -22.557 0.831 -0.472 0.33
H -24.246 6.312 4.552 0.42
H -26.046 6.715 -5.944 0.69
H -27.737 2.569 3.013 -0.40
H -27.378 9.206 3.645 -0.60
H -27.050 12.774 -1.663 -0.56
H -23.643 8.497 7.751 0.34
H -27.436 0.180 -1.854 0.30
H -31.842 4.455 -3.562 0.43
H -36.092 10.516 1.920 0.34
H -30.744 12.062 -3.155 0.53
H -21.848 6.792 -3.115 0.36
H -29.968 1.769 3.887 -0.16
H -29.765 8.558 -3.396 -0.32
H -36.193 11.988 -1.309 0.36
H -25.120 3.563 4.891 0.26
H -26.012 4.806 5.954 0.36
H -24.910 7.682 -2.529 -0.84
H -28.022 8.224 -1.366 -0.83
H -30.031 7.769 5.091 0.22
H -30.338 9.365 3.218 -1.26
H -24.321 3.846 1.162 0.94
H -29.350 12.240 -2.333 -0.20
H -24.220 7.472 0.218 0.77
H -27.001 2.620 -3.040 0.77
H -23.247 12.784 -1.874 0.36
H -33.013 5.608 3.026 0.33
H -22.426 9.388 4.485 0.27
H -27.400 13.054 5.810 0.54
H -29.795 10.130 -1.214 -0.85
H -24.962 1.853 2.260 -0.05
H -25.473 8.101 2.366 -1.13
H -26.394 16.841 -2.338 0.24
H -21.291 6.018 -5.615 0.44
H -21.673 10.765 5.279 0.26
H -30.452 8.685 -5.694 -0.23
H -27.032 7.234 -4.638 -0.20
H -32.167 10.880 3.342 0.08
H -32.717 5.790 -6.004 0.48
H -25.824 3.506 0.357 -0.64
H -29.010 12.350 2.357 -1.23
H -24.728 4.586 -5.610 0.52
H -25.149 9.621 1.523 1.33
H -32.810 6.427 -4.439 0.36
H -29.249 7.002 -1.194 0.39
H -25.659 8.891 -6.662 0.37
H -26.583 4.871 -3.996 0.45
H -31.387 3.540 -4.952 0.23
H -26.874 1.906 6.293 0.32
H -25.560 14.405 0.833 0.03
H -29.501 9.418 5.392 0.34
H -26.846 11.888 -5.741 0.35
H -24.436 4.132 -0.487 -0.35
H -22.243 5.109 -2.999 0.38
H -24.494 9.881 -5.636 0.53
H -28.494 9.693 -2.941 -0.88
H -29.370 13.034 -0.045 -0.33
H -28.032 5.187 1.653 -0.84
H -29.108 5.216 -6.080 0.27
H -27.043 3.063 -1.302 -0.83
H -24.752 7.251 7.032 0.12
H -33.903 12.340 -0.331 0.27
H -25.061 17.165 2.761 0.31
H -34.846 9.478 1.732 0.30
H -23.925 4.924 3.474 0.61
H -28.136 12.019 4.590 -0.06
H -26.085 4.629 2.927 -1.54
H -25.008 7.998 8.565 0.46
H -31.959 12.621 2.225 0.47
H -30.998 8.910 6.124 0.48
H -34.682 12.459 1.292 0.54
H -27.597 6.640 -1.888 -0.23
H -25.957 18.704 2.340 0.35
H -29.731 10.052 -6.435 0.29
H -23.507 11.705 -0.509 0.21
H -24.829 11.216 -3.856 0.25
H -27.088 11.106 -3.393 -1.24
H -30.130 14.958 2.043 0.44
H -26.749 17.478 3.434 0.26
H -25.650 5.927 -2.983 -0.60
H -25.649 3.492 -2.270 -0.90
H -31.194 11.138 1.760 -0.35
H -27.318 8.964 7.432 0.35
H -26.050 13.327 -5.148 0.43
H -24.445 6.549 2.891 -0.06
H -29.510 5.803 0.929 0.32
H -28.182 0.314 3.994 0.28
H -37.086 10.417 -1.024 0.33
H -27.388 9.671 -0.648 -0.68
H -29.035 0.809 1.087 0.47
H -26.985 15.499 -0.541 -0.51
H -32.596 8.783 2.545 -0.08
H -27.053 8.201 6.151 -0.08
H -24.556 8.677 4.985 -0.49
H -29.788 7.672 1.953 -0.21
H -22.368 1.760 -2.723 0.77
H -23.455 3.190 -2.315 -0.81
H -25.386 10.256 7.404 0.37
H -30.013 14.470 3.561 0.32
H -28.996 3.140 -2.009 -0.88
H -28.582 3.063 1.784 -0.47
H -34.663 10.010 -0.525 0.01
H -31.960 7.233 -5.841 0.41
H -25.994 -0.724 -2.166 0.55
```